ORCA calculation (ωB97M-V/def2-TZVPD) on one molecule with the formula C23H24N2O3S2 in a non-equilibrium geometry.

As for the SMILES: CN(c1ccc(C(=O)NCCSCc2ccccc2)cc1)S(=O)(=O)c1ccccc1. As for the HOMO energy: -8.6 eV. The relative energy (zero: lowest compared OMol25 entry of this formula, charge and spin) comes out at 12.43 kcal per mole. For the frontier orbital gap, the calculation gives 9.005 eV. The total energy comes out at -55034.173 eV.

```
54
Properties=species:S:1:pos:R:3:forces:R:3
S 2.17292 2.15909 2.16155 0.2 -0.2 0.1
S -1.58907 -2.21695 -5.10629 -0.2 0.1 0.0
O -2.84028 -2.38723 -0.22039 -0.2 0.1 0.2
O 3.44438 2.77576 2.39753 0.1 -0.2 0.1
O 1.28893 2.77137 1.21480 -0.2 -0.2 0.2
N -1.51702 -2.78283 -2.00575 0.2 -0.1 -0.2
N 2.48718 0.56021 1.70949 0.1 1.2 0.4
C 0.13796 1.82940 6.20610 0.0 0.0 0.0
C -2.98285 -2.49510 -3.94873 0.3 -0.1 -0.3
C 1.24996 1.05033 5.92590 0.1 0.0 -0.1
C -1.94812 0.90265 -3.05642 0.0 0.0 -0.1
C -0.12911 1.47169 -1.59394 0.0 0.1 0.0
C 1.34418 2.00480 3.74254 0.2 0.1 -0.5
C 1.86143 1.13959 4.68615 0.1 -0.1 0.1
C -0.60711 -1.58152 -0.13975 0.2 0.1 0.3
C 0.24046 2.79113 4.01134 0.0 0.1 -0.2
C -2.55492 -3.39411 -2.79568 -0.2 0.0 0.0
C -1.47658 1.51314 -1.90663 0.0 0.1 0.1
C -1.07528 0.23924 -3.90951 0.0 0.1 0.0
C -1.56006 -0.38183 -5.17795 -0.1 -0.6 0.0
C -1.76170 -2.27272 -0.77334 0.1 -0.2 -0.2
C 0.27187 0.16673 -3.56922 -0.1 0.0 0.0
C -0.87555 -0.60522 0.81538 0.0 -0.1 0.0
C 0.74083 0.78400 -2.42508 0.1 0.1 0.0
C 3.86923 0.16719 1.56744 0.4 0.1 0.0
C 0.14329 0.08903 1.42923 -0.1 -0.2 -0.1
C 1.47491 -0.17294 1.10241 -0.8 -0.5 -0.3
C 0.71924 -1.87859 -0.42904 -0.4 0.0 0.1
C 1.74665 -1.19022 0.18564 0.3 0.2 0.2
C -0.36728 2.69967 5.25309 0.0 0.0 0.0
H -0.12680 3.45342 3.24292 -0.1 0.1 0.0
H 0.96741 -2.66780 -1.12374 0.0 -0.1 -0.1
H 4.20432 0.20731 0.52727 0.0 0.0 0.0
H -0.33635 1.75847 7.17333 0.0 0.0 0.1
H -3.79585 -2.95344 -4.51124 -0.1 0.1 0.1
H 0.24333 1.97406 -0.71444 0.0 0.0 0.1
H -3.40253 -3.56593 -2.12656 0.1 -0.1 -0.1
H 4.01158 -0.84129 1.96007 0.0 0.0 0.0
H 0.95042 -0.36582 -4.22141 0.1 0.0 -0.1
H 1.79265 0.74182 -2.18414 0.1 0.0 0.0
H -1.90555 -0.40288 1.06583 -0.1 0.0 0.0
H 2.72967 0.54752 4.44431 0.1 -0.1 0.0
H -1.23136 3.30661 5.47592 -0.1 0.1 0.0
H 2.76436 -1.44614 -0.06039 0.1 0.0 0.0
H -0.08926 0.84642 2.15799 -0.2 0.0 0.0
H -0.88297 -0.16674 -6.00464 -0.1 0.1 0.0
H -3.29103 -1.52182 -3.57267 -0.1 0.0 0.1
H -2.99889 0.96760 -3.30554 -0.1 0.0 0.0
H -2.19850 -4.35281 -3.18657 -0.1 0.0 0.1
H -2.16439 2.03547 -1.25894 -0.1 0.1 0.1
H -0.68379 -2.50829 -2.50347 0.0 0.1 0.1
H 1.64067 0.37582 6.67242 0.0 -0.1 0.0
H -2.56569 -0.05326 -5.43966 0.1 0.1 0.0
H 4.46008 0.87594 2.14248 0.1 -0.2 -0.1
```
Positions in Å, forces in eV/Å.